20
Properties=species:S:1:pos:R:3:forces:R:3:nbo_charge:R:1 method="wB97M-V/def2-TZVPD" e_above_lowest_kcal_mol=65.6 smiles="CN1N=CC[C@H]1c1cnco1" total_energy_ev=-13919.74002 homo_ev=-7.90 homo_lumo_gap_ev=8.789 total_charge=0
C -1.953 -0.162 1.096 -0.8 0.7 0.5 -0.42
N -1.275 -0.869 0.094 2.7 -0.3 -1.5 -0.24
N -1.760 -1.084 -1.114 -1.6 -0.3 -2.0 -0.18
C -0.883 -1.356 -2.017 0.9 1.8 3.8 -0.04
C 0.528 -1.251 -1.457 -1.3 -0.2 1.4 -0.45
C 0.210 -0.827 0.023 -1.1 -2.4 -0.1 -0.12
C 0.775 0.438 0.372 2.4 3.2 -0.8 0.20
C 1.585 1.299 -0.324 1.6 0.9 -1.8 -0.11
N 2.025 2.342 0.458 -1.0 0.0 2.2 -0.47
C 1.448 2.106 1.622 0.6 1.9 -1.3 0.32
O 0.704 1.028 1.617 -1.0 -1.9 0.7 -0.41
H -2.327 -0.901 1.748 -1.1 -0.6 1.2 0.19
H -1.281 0.448 1.699 -0.2 0.0 -0.4 0.22
H -2.770 0.446 0.702 0.1 0.0 0.0 0.21
H -1.087 -1.596 -2.983 -1.0 -0.6 -2.4 0.19
H 0.953 -2.228 -1.585 0.7 -0.4 0.5 0.22
H 1.194 -0.506 -1.803 0.4 0.5 -1.3 0.22
H 0.516 -1.597 0.717 0.6 -0.2 0.4 0.22
H 2.074 1.474 -1.344 -1.4 -1.5 1.2 0.24
H 1.321 2.795 2.478 0.5 -0.8 -0.6 0.20

=====

45
Properties=species:S:1:pos:R:3:forces:R:3:nbo_charge:R:1 method="wB97M-V/def2-TZVPD" e_above_lowest_kcal_mol=51.4 smiles=FC(F)c1ccc(-c2cnc(NCc3cccc4c3CCO4)n3cnnc23)cn1 total_energy_ev=-37419.53688 homo_ev=-8.41 homo_lumo_gap_ev=8.245 total_charge=0
F -1.081 7.975 -4.371 1.4 -0.4 1.4 -0.38
C -0.438 7.803 -3.088 3.1 -1.3 -2.8 0.55
F -0.979 8.677 -2.355 -2.5 2.9 2.9 -0.30
C -0.612 6.401 -2.648 1.1 -2.4 -0.5 0.08
C -1.798 5.750 -2.832 -1.6 -2.6 0.0 -0.21
C -1.921 4.359 -2.565 1.4 1.3 0.0 -0.15
C -0.756 3.698 -2.140 -3.5 -3.4 -0.7 -0.06
C -0.817 2.199 -1.834 0.0 -0.6 0.5 -0.15
C -2.010 1.624 -1.364 1.8 0.7 0.3 0.05
N -2.174 0.356 -0.863 2.3 -0.5 -0.4 -0.53
C -1.077 -0.421 -0.792 -2.9 1.0 0.4 0.62
N -1.224 -1.568 -0.067 -0.9 2.5 -1.7 -0.57
C -2.141 -1.545 1.025 -2.0 -2.7 1.3 -0.23
C -1.510 -2.209 2.263 1.0 -0.1 -0.8 -0.01
C -0.914 -1.317 3.133 1.3 -2.8 2.3 -0.23
C -0.134 -1.805 4.243 -0.3 -0.3 -1.1 -0.18
C 0.086 -3.191 4.381 -0.5 -0.1 1.0 -0.26
C -0.654 -4.045 3.561 0.0 -1.6 0.1 0.30
C -1.288 -3.609 2.469 -2.0 3.1 -2.6 -0.09
C -1.927 -4.720 1.673 -0.6 1.0 1.1 -0.45
C -1.591 -5.908 2.554 -2.0 -1.0 -0.9 -0.07
O -0.894 -5.432 3.670 1.2 0.9 2.0 -0.49
N 0.119 -0.054 -1.328 0.6 0.9 -0.8 -0.41
C 1.306 -0.706 -1.589 0.3 -3.1 0.7 0.14
N 2.160 -0.026 -2.258 -1.3 1.9 1.0 -0.22
N 1.574 1.232 -2.342 0.4 1.7 -1.6 -0.32
C 0.357 1.249 -1.892 -1.4 -0.6 0.6 0.34
C 0.391 4.364 -2.105 1.2 2.6 1.0 0.04
N 0.489 5.680 -2.321 -0.1 1.1 0.0 -0.38
H 0.683 8.034 -3.040 -1.3 -0.4 -1.2 0.15
H -2.633 6.170 -3.339 -0.5 0.9 0.1 0.23
H -2.825 3.791 -2.737 -0.1 0.3 -0.1 0.22
H -2.868 2.267 -1.146 0.2 -0.2 -0.5 0.21
H -0.409 -1.996 0.139 3.1 -1.8 0.8 0.38
H -3.018 -2.144 0.674 0.2 0.6 0.6 0.20
H -2.504 -0.579 1.362 0.2 0.2 -0.6 0.23
H -0.914 -0.289 3.015 -0.5 1.9 -0.4 0.21
H 0.275 -1.045 4.930 0.1 -0.8 -0.4 0.22
H 0.695 -3.680 5.153 -0.3 0.7 -0.1 0.23
H -3.017 -4.495 1.616 0.7 -0.5 -0.1 0.22
H -1.559 -4.879 0.703 0.6 0.3 -1.5 0.22
H -0.955 -6.696 2.126 -0.4 0.3 -0.3 0.19
H -2.659 -6.307 2.687 1.8 -0.2 1.2 0.18
H 1.591 -1.740 -1.302 -0.9 0.8 -0.1 0.21
H 1.196 3.868 -1.641 1.5 -0.3 -0.2 0.21

=====

22
Properties=species:S:1:pos:R:3:forces:R:3:nbo_charge:R:1 method="wB97M-V/def2-TZVPD" total_energy_ev=-121268.71601 homo_ev=-4.47 homo_lumo_gap_ev=7.219 total_charge=-1
C 2.746 -1.343 -1.033 0.3 -0.1 -0.3 -0.89
S 1.621 -0.041 -1.576 -0.2 1.2 -0.4 1.78
O 1.958 1.128 -0.788 0.3 -0.1 0.4 -0.97
O 1.789 0.145 -3.014 0.1 -0.6 -0.2 -1.01
P -0.555 -0.630 -1.039 0.3 -0.3 -0.2 0.59
S -1.193 1.114 -2.008 0.0 0.0 -0.1 -0.18
S -0.229 -2.402 -2.149 0.2 0.0 -0.5 -0.30
Br -2.736 -1.308 -0.462 -0.8 -0.3 0.1 -0.44
H 3.315 -1.646 -1.910 -0.1 -0.1 -0.1 0.24
H 2.228 -2.203 -0.614 -0.1 0.1 0.1 0.23
H 3.421 -0.883 -0.318 -0.1 0.0 0.2 0.25
H -0.231 -0.576 0.357 0.1 0.2 0.7 0.21
H -1.031 0.593 -3.236 0.1 0.0 -0.1 0.13
H -1.456 -2.530 -2.661 -0.1 0.0 0.2 0.16
C -1.652 1.036 3.108 0.0 0.1 0.0 -0.63
C -0.754 1.607 1.994 -0.2 0.6 1.2 0.00
O -0.564 0.745 0.969 0.1 -0.1 -0.4 -0.95
H -1.206 0.133 3.533 0.0 0.0 -0.1 0.19
H -1.787 1.762 3.922 0.0 0.0 0.0 0.17
H -2.640 0.787 2.713 0.0 -0.1 0.0 0.19
H 0.181 1.936 2.509 0.1 -0.2 -0.3 0.10
H -1.226 2.576 1.704 0.1 -0.3 -0.3 0.11

=====

11
Properties=species:S:1:pos:R:3:forces:R:3:nbo_charge:R:1 method="wB97M-V/def2-TZVPD" e_above_lowest_kcal_mol=104.4 smiles="C=C/C=N/N" total_energy_ev=-6184.01698 homo_ev=-8.57 homo_lumo_gap_ev=9.236 total_charge=0
C -2.294 0.112 0.044 -3.5 4.8 -1.2 -0.33
C -1.186 -0.489 0.056 4.9 -1.3 -2.6 -0.27
C 0.118 -0.014 -0.344 5.0 3.9 1.4 0.00
N 1.272 -0.621 -0.234 0.3 -1.0 1.6 -0.21
N 2.510 0.080 0.049 -8.4 1.8 -5.7 -0.63
H -3.166 -0.379 0.369 -1.1 -0.4 0.1 0.20
H -2.422 1.192 -0.425 0.4 -2.1 1.6 0.20
H -0.979 -1.484 -0.046 -0.9 -3.4 1.4 0.22
H 0.414 1.046 -0.284 -1.5 0.6 -0.3 0.13
H 2.564 0.954 0.427 -1.1 3.1 0.9 0.34
H 3.169 -0.396 0.387 5.9 -5.9 2.9 0.35